{"formula": "C7H12", "method": "ωB97M-V with the def2-TZVPD basis set", "species": ["C", "C", "C", "C", "C", "C", "C", "H", "H", "H", "H", "H", "H", "H", "H", "H", "H", "H", "H"], "coordinates": [[0.741, -0.034, 0.154], [0.178, -0.206, 1.551], [-2.693, 0.041, -0.311], [-1.440, -0.613, -0.740], [1.885, -0.910, -0.259], [2.114, 0.556, 0.004], [-0.311, 0.352, -0.896], [0.141, 0.213, -1.888], [-3.302, -0.590, 0.344], [-0.547, -1.031, 1.569], [-2.646, 1.077, 0.066], [-0.329, 0.706, 1.891], [0.969, -0.444, 2.271], [2.645, 0.840, 0.909], [2.265, -1.626, 0.465], [-0.568, 1.422, -0.773], [-3.247, 0.061, -1.268], [1.922, -1.259, -1.288], [2.306, 1.206, -0.846]], "atomic_forces_ev_per_a": [[-0.0104, -0.0378, 0.0635], [0.0086, -0.0036, 0.0381], [0.0992, -0.0494, 0.0926], [-0.0545, 0.3788, 0.0109], [0.0031, -0.1980, -0.0439], [0.0844, 0.1897, -0.0002], [-0.0393, -0.0195, -0.0423], [-0.0451, -0.0142, 0.1349], [0.0531, 0.0271, -0.1407], [0.0944, 0.1142, 0.0286], [0.0908, -0.1588, -0.0541], [0.0725, -0.1117, -0.0484], [-0.0835, 0.0523, -0.1154], [-0.1053, -0.0648, -0.1352], [-0.0782, 0.1296, -0.0983], [-0.0418, -0.1649, 0.0217], [0.0433, -0.0181, 0.0082], [-0.0365, 0.0747, 0.1625], [-0.0549, -0.1256, 0.1175]], "lowdin_charge": [-0.515, -0.041, -0.171, 0.000, -0.092, -0.096, -0.223, 0.119, 0.072, 0.080, 0.072, 0.088, 0.085, 0.102, 0.103, 0.112, 0.100, 0.104, 0.102], "homo_ha": -0.29987, "e_lumo_ev": 0.35, "multiplicity": 1, "de_lowest_ev": 4.111, "gap_ev": 8.509}